Entry from the Open Molecules 2025 dataset: a molecular structure, C29H56ClN5O15 at a distorted geometry (ωB97M-V/def2-TZVPD).

Structure (XYZ):
```
106
C29H56ClN5O15 ωB97M-V/def2-TZVPD
C -2.09317 -1.91024 0.77738
C -1.77181 -3.39665 0.60175
C -3.02396 -4.00672 -0.02141
C -3.04031 -3.88577 -1.49653
C -1.77724 -4.62331 -2.10220
C -0.45860 -3.92857 -1.70086
N -0.39541 -3.70918 -0.20079
O 0.89767 -3.69038 0.39429
C -0.18605 -2.49534 -2.36655
C 0.69506 -4.92128 -2.05138
C -1.53722 -4.01084 1.97944
H -2.16498 -1.34115 -0.14949
H -1.43069 -1.34831 1.43576
H -3.00102 -1.87794 1.37977
H -3.91023 -3.66005 0.51005
H -2.98212 -5.09494 0.02455
H -3.01220 -2.82201 -1.73256
H -3.98009 -4.34204 -1.80755
H -1.98536 -4.68160 -3.17056
H -1.71457 -5.64395 -1.72477
H -1.13193 -1.96425 -2.47313
H 0.32643 -2.47563 -3.32836
H 0.46219 -1.87085 -1.75182
H 0.78860 -5.87255 -1.52751
H 1.69595 -4.49806 -1.96647
H 0.42932 -5.10159 -3.09299
H -0.75063 -3.41759 2.44576
H -1.18083 -5.02117 2.18023
H -2.51701 -3.95472 2.45374
Cl 0.30384 0.13070 -0.48039
O 1.50910 0.16135 -1.39809
O -0.81286 -0.33087 -1.24682
O 0.46635 -0.71681 0.64046
O 0.12157 1.45733 0.08334
O -3.21446 0.89672 -3.04325
C -2.16924 1.01830 -3.50321
N -1.92604 2.18904 -4.02499
C -1.24516 -0.21143 -3.80259
H -1.09257 2.35036 -4.57216
H -2.60952 2.93097 -4.07491
H -0.19471 0.00077 -4.00164
H -1.72227 -0.85892 -4.53827
H -0.98128 -0.71416 -2.87215
O -3.39456 0.65518 2.58398
C -2.70901 0.59681 1.52808
N -1.79455 -0.26517 1.48854
C -2.90190 1.64857 0.40002
H -1.08133 -0.24096 0.77381
H -1.88834 -0.71759 2.38666
H -3.01462 2.57931 0.95600
H -3.81012 1.41070 -0.15374
H -2.10360 1.58269 -0.33922
O -0.08886 5.32476 -0.94826
C -0.03492 4.15624 -1.00600
N 0.79114 3.52200 -0.19587
C -0.82729 3.42862 -2.02868
H 0.92682 2.55247 -0.44424
H 1.31694 3.85147 0.60106
H -1.02418 2.40005 -1.72640
H -0.31993 3.42863 -2.99340
H -1.65815 4.00856 -2.43048
O -0.60328 -0.90971 4.99479
C -0.08768 -0.64270 3.99737
N -0.45895 -1.09804 2.78352
C 1.04394 0.33296 4.05609
H -0.13442 -0.77106 1.88471
H -1.30638 -1.64707 2.80644
H 1.27936 0.73208 3.06949
H 1.95963 -0.05972 4.49815
H 0.81814 1.23773 4.62044
O 6.17876 2.24898 -3.95713
C 5.02263 1.94896 -3.60388
O 4.62409 0.71793 -3.27977
C 3.43237 0.81902 -2.59865
C 3.08740 2.30705 -2.35273
C 4.05253 2.97215 -3.21244
H 3.14717 0.24235 -1.71876
H 2.75680 0.53887 -3.40687
H 3.21879 2.36309 -1.27213
H 2.02539 2.29694 -2.59797
H 4.38166 3.86987 -2.68912
H 3.51422 3.25616 -4.11668
O 3.50807 -1.85768 2.52109
C 3.51261 -0.66759 2.25271
O 3.70200 0.39243 3.17368
C 3.24231 1.66124 2.63794
C 2.62130 1.43327 1.26891
C 3.00500 -0.04046 0.93247
H 4.09948 2.32037 2.50048
H 2.50218 2.07918 3.32033
H 2.96047 2.05090 0.43729
H 1.57105 1.72218 1.22891
H 3.79213 0.06331 0.18564
H 2.18531 -0.62731 0.51796
O 1.13561 3.35595 1.51802
C 0.29619 2.89533 2.32571
O 0.20747 3.46109 3.51537
C -0.70268 2.80985 4.36005
C -1.48260 1.82604 3.51955
C -0.78774 1.82283 2.14277
H -1.43310 3.50306 4.77724
H -0.08573 2.36765 5.14231
H -2.51670 2.15913 3.43126
H -1.40656 0.81186 3.91166
H -1.60583 2.16289 1.50781
H -0.33859 0.87983 1.83115
```

Its spin multiplicity is 1. The calculation puts the HOMO-LUMO gap at 3.16 eV. The calculation puts the energy above the lowest of the compared OMol25 structures with the same formula, charge and spin at 563.2 kcal/mol. As for the calculated total energy: -81628.05841 eV.

Results of the Mulliken charge analysis, in e, for atoms 1 through 8: C 0.243; C 1.721; C -1.354; C -0.470; C -1.426; C 1.502; N 0.598; O -0.356